(w)
The following is a DFT calculation (ωB97M-V/def2-TZVPD) of C4H6ClNOS in the gas phase.

Last column: Löwdin charge in e.
Positions of all 14 atoms, in Å:
C 3.35544 -1.25050 -0.18220  -0.172
N 2.52020 -0.23623 -0.14800  -0.398
S 1.05141 -0.11597 -1.00753  0.854
C 0.38970 1.20477 0.05748  -0.532
O -0.08453 0.70282 1.33857  -0.236
C -1.04592 -0.34909 1.54209  -0.260
C -2.18333 -0.49785 0.89524  -0.525
Cl -2.44543 0.31722 -0.68391  0.570
H 4.12936 -1.43322 0.85787  0.131
H 3.45316 -2.22128 -0.73061  0.051
H 1.10794 2.01589 0.62409  0.155
H -0.29608 1.92167 -0.42919  0.047
H -0.92199 -0.88332 2.62015  0.166
H -2.78315 -1.54967 1.25646  0.150

Results
Gap between HOMO and LUMO ... 9.7 eV
E_HOMO ... -9.1 eV
SMILES ... C=NSCO/C=C\Cl

(x)
The following is a DFT calculation (ωB97M-V/def2-TZVPD) of C4H6ClNOS in the gas phase.

Last column: Löwdin charge in e.
Positions of all 14 atoms, in Å:
C -0.67778 -1.15185 0.96446  -0.159
O 0.44383 -0.30645 1.00624  -0.176
C 0.27086 0.70229 0.12239  -0.383
C 0.09078 0.58246 -1.35255  -0.271
N 0.09569 -0.33401 -2.19296  -0.336
S 0.65166 -1.98336 -1.90068  0.676
C 0.36104 2.01012 0.63849  -0.466
Cl 0.90016 2.47270 2.25278  0.597
H -0.15382 -1.91866 1.70997  0.141
H -1.79854 -0.74887 1.36534  0.151
H -0.98591 -1.52485 -0.04831  0.030
H -0.06868 1.57401 -2.03253  0.168
H 1.18124 -2.17665 -0.57744  -0.094
H -0.31051 2.80310 0.04480  0.121

Results
Gap between HOMO and LUMO ... 8.6 eV
E_HOMO ... -8.7 eV
SMILES ... COC(/C=N\S)=C\Cl

Least stable = (w)

(w)
The following is a DFT calculation (ωB97M-V/def2-TZVPD) of 2 unconnected molecules or ions with the total composition CH2O4.

Last column: Löwdin charge in e.
Positions of all 7 atoms, in Å:
C -1.30591 0.28418 -0.14412  -0.427
O 1.27164 -0.90562 -0.62724  0.012
O -0.14822 -0.17126 0.23193  0.023
O 2.12772 -0.16772 0.04480  0.007
O -2.06640 -0.07480 -0.99521  0.088
H 1.68041 -0.08641 0.93590  0.137
H -1.55923 1.12163 0.55395  0.159

Results
Gap between HOMO and LUMO (spin up / spin down) ... 8.7 / 8.4 eV
E_HOMO (spin up / spin down) ... -10.7 / -10.9 eV

(x)
The following is a DFT calculation (ωB97M-V/def2-TZVPD) of a molecular structure, CH2O4.

Last column: Löwdin charge in e.
Positions of all 7 atoms, in Å:
C 1.06214 0.46297 -0.10466  -0.362
O -0.71075 -0.61610 0.91783  -0.039
O 0.20840 1.33590 -0.25470  0.032
O -1.61980 -0.95992 -0.08965  0.034
O 0.87547 -0.71640 0.44754  0.071
H -1.88466 -0.05948 -0.36450  0.114
H 2.06919 0.55303 -0.55187  0.150

Results
Gap between HOMO and LUMO ... 9.9 eV
E_HOMO ... -11.0 eV

Least stable = (w)

(w)
The following is a DFT calculation (ωB97M-V/def2-TZVPD) of C2FNO2 in the gas phase.

Last column: Löwdin charge in e.
Positions of all 6 atoms, in Å:
C 0.58475 -0.07841 0.01307  -0.088
C -1.67593 -0.32020 -0.13787  -0.008
N 1.54060 0.57149 -0.15569  -0.077
O 2.60284 0.97041 -0.48979  0.054
O -0.54844 -0.35363 0.56097  0.064
F -2.61276 -0.72353 0.70849  0.055

Results
Gap between HOMO and LUMO ... 9.8 eV
E_HOMO ... -10.3 eV

(x)
The following is a DFT calculation (ωB97M-V/def2-TZVPD) of 2 unconnected molecules or ions with the total composition C2FNO2.

Last column: Löwdin charge in e.
Positions of all 6 atoms, in Å:
C -1.13826 -0.38812 -0.74980  -0.232
C 1.21863 0.41990 0.78791  -0.542
N 1.19871 -0.13477 -0.27066  0.137
O -1.75581 0.54424 -1.01160  0.271
O 1.36350 0.95125 1.81434  0.122
F -1.28719 -1.64329 -0.64638  0.244

Results
Gap between HOMO and LUMO (spin up / spin down) ... 8.1 / 7.8 eV
E_HOMO (spin up / spin down) ... -10.3 / -10.3 eV

Least stable = (w)

(w)
The following is a DFT calculation (ωB97M-V/def2-TZVPD) of 2 unconnected molecules or ions with the total composition C4H3NOS.

Last column: Löwdin charge in e.
Positions of all 10 atoms, in Å:
C -2.09042 0.95624 0.20842  -0.476
C -2.09233 -0.41468 -0.22758  -0.817
C 2.46928 -0.00386 -0.28202  -0.101
C 1.45517 -0.42421 0.38175  0.057
N -0.94157 0.25166 0.03514  0.214
O -2.65302 1.92827 0.55954  0.165
S -2.97652 -1.65915 -0.68459  0.737
H 3.51643 -0.35755 0.04329  0.091
H 2.53444 0.93913 -0.84008  0.063
H 0.77853 -1.21584 0.80611  0.067

Results
Gap between HOMO and LUMO (spin up / spin down) ... 8.7 / 5.3 eV
E_HOMO (spin up / spin down) ... -8.9 / -7.9 eV

(x)
The following is a DFT calculation (ωB97M-V/def2-TZVPD) of C4H3NOS in the gas phase.

Last column: Löwdin charge in e.
Positions of all 10 atoms, in Å:
N 2.67916 -1.07511 -0.37091  0.132
C 1.64298 -0.35846 -0.21511  -0.211
C 0.72851 0.75851 -0.09835  -0.133
C -0.52571 0.89917 0.04464  -0.108
C -1.48085 -0.16405 -0.10702  -0.832
O -2.58372 0.28286 -0.44607  0.005
S -1.17936 -1.84493 -0.09756  0.866
H 1.43971 1.59984 0.28281  0.164
H -0.71843 1.88872 0.12699  0.101
H -0.00230 -1.98655 0.88057  0.015

Results
Gap between HOMO and LUMO ... 9.4 eV
E_HOMO ... -10.5 eV
SMILES ... N#C/C=C\C(=O)S

Least stable = (w)

(w)
The following is a DFT calculation (ωB97M-V/def2-TZVPD) of 2 unconnected molecules or ions with the total composition C7H16.

Last column: Löwdin charge in e.
Positions of all 23 atoms, in Å:
C 2.83339 -1.25199 -0.32676  -0.026
C 1.96378 -1.77441 0.59251  -0.220
C 0.89515 -2.81611 0.17076  -0.107
H 3.43879 -0.36718 -0.16096  0.042
H 2.74257 -1.58338 -1.37984  0.056
H 1.98863 -1.38007 1.60111  0.076
H -0.11836 -2.39378 0.25727  0.059
H 1.07532 -2.96930 -0.89096  0.055
H 0.92730 -3.79521 0.67487  0.068
C -1.93669 0.71612 -1.77741  -0.124
C -1.65063 1.60679 -0.56546  -0.300
C -0.70971 1.00742 0.47993  -0.279
C -0.25777 1.93009 1.67653  -0.106
H -1.02008 0.54241 -2.34185  0.066
H -2.66751 1.22043 -2.44515  0.074
H -2.35573 -0.25944 -1.48409  0.069
H -2.56925 1.93184 -0.05256  0.107
H -1.19323 2.53464 -0.95665  0.106
H -1.21046 0.07540 0.84918  0.108
H 0.23299 0.64755 0.02527  0.088
H 0.54309 1.39772 2.21475  0.057
H -1.06376 2.05324 2.41969  0.065
H 0.11218 2.92722 1.41982  0.064

Results
Gap between HOMO and LUMO ... 10.7 eV
E_HOMO ... -9.6 eV
SMILES ... C=CC.CCCC

(x)
The following is a DFT calculation (ωB97M-V/def2-TZVPD) of a molecular structure, C7H16.

Last column: Löwdin charge in e.
Positions of all 23 atoms, in Å:
C -0.42144 -0.83087 -2.48113  -0.108
C -0.42160 0.39870 -1.55759  -0.316
C 0.64019 0.13715 -0.52357  -0.076
C 0.42547 2.22361 0.56621  -0.012
C 0.28137 -0.80902 0.58783  -0.478
C -1.17064 -0.92436 1.06725  -0.077
C 1.25202 -0.73687 1.77027  -0.086
H 0.59319 -1.06171 -2.82076  0.078
H -1.04521 -0.64914 -3.35992  0.073
H -0.81463 -1.71460 -1.96766  0.068
H -0.15590 1.28007 -2.15455  0.106
H -1.44492 0.55676 -1.18236  0.100
H 1.03442 1.38123 0.02174  -0.003
H 0.35233 3.02519 -0.16999  0.050
H -0.56704 1.97485 0.94684  0.044
H 1.08421 2.50648 1.38790  0.047
H 0.52390 -1.74234 0.04455  0.144
H -1.28089 -1.76440 1.76185  0.078
H -1.48633 -0.01782 1.59705  0.073
H -1.86770 -1.08877 0.23948  0.066
H 1.16187 -1.62130 2.41067  0.075
H 2.28588 -0.66276 1.42080  0.081
H 1.04147 0.13990 2.39510  0.072

Results
Gap between HOMO and LUMO ... 8.5 eV
E_HOMO ... -7.6 eV

Least stable = (x)

(w)
The following is a DFT calculation (ωB97M-V/def2-TZVPD) of a gas-phase ion, C5H10N3O2 (charge +1).

Last column: Löwdin charge in e.
Positions of all 20 atoms, in Å:
C 0.59387 -0.00320 1.15464  -0.084
C 2.13013 -0.04894 1.43328  -0.363
C -0.24315 -0.33015 2.34564  0.035
C -0.65404 -0.74927 -2.05105  0.035
C -1.81167 1.09173 -0.82000  -0.012
N 2.18642 0.33034 -0.81054  0.185
N 0.21319 0.00423 -0.08295  0.129
N -0.73578 0.19589 -0.90535  -0.165
O 2.65087 -0.05145 2.50511  0.205
O 2.81748 -0.04339 0.26237  0.039
H -0.29187 0.55037 2.91103  0.093
H 0.37610 -1.07082 2.86577  0.114
H -1.21989 -0.74964 2.27441  0.093
H -0.77580 -0.39217 -3.10490  0.127
H 0.24842 -1.26670 -2.02258  0.061
H -1.46737 -1.46089 -1.84415  0.114
H -2.72432 0.63696 -1.09217  0.089
H -1.94212 1.71891 0.07080  0.116
H -1.75499 1.92083 -1.58564  0.131
H 2.40452 -0.28262 -1.50372  0.059

Results
Gap between HOMO and LUMO (spin up / spin down) ... 8.3 / 7.8 eV
Total charge ... +1
E_HOMO (spin up / spin down) ... -13.3 / -13.6 eV

(x)
The following is a DFT calculation (ωB97M-V/def2-TZVPD) of a gas-phase ion, C5H10N3O2 (charge +1).

Last column: Löwdin charge in e.
Positions of all 20 atoms, in Å:
N 0.45860 2.78757 -0.07708  0.186
C -0.55286 1.70083 0.05643  -0.346
O -1.74081 2.28153 0.49233  -0.006
C -0.23349 0.31767 -0.06055  -0.217
C 1.27652 -0.02544 -0.19539  -0.079
C 1.55071 -1.51246 -0.01904  -0.056
N 0.76556 -2.53351 0.07356  0.114
C -0.55325 -2.48045 -0.06613  -0.425
O -0.99758 -2.86060 -1.19418  0.137
N -0.99813 -0.77618 0.18973  0.131
H -0.36888 3.41317 -0.08373  0.159
H 1.20763 2.83113 -0.86740  0.215
H 0.97770 2.76834 0.91359  0.220
H -2.09922 1.81693 1.34974  0.179
H 1.87053 0.64612 0.44582  0.116
H 1.48505 0.12575 -1.27735  0.141
H 2.60615 -1.66483 0.26151  0.128
H -0.99104 -2.89525 0.92360  0.189
H -1.80123 -3.33673 -1.41404  0.151
H -1.86197 -0.60359 0.54858  0.063

Results
Gap between HOMO and LUMO ... 8.0 eV
Total charge ... +1
E_HOMO ... -11.6 eV
SMILES ... [NH3+]/C(O)=C1\CC=N[C@H](O)N1

(y)
The following is a DFT calculation (ωB97M-V/def2-TZVPD) of a gas-phase ion, C5H10N3O2 (charge +1).

Last column: Löwdin charge in e.
Positions of all 20 atoms, in Å:
C -1.89490 -0.46752 -0.39056  -0.197
C 0.02324 -0.71619 1.19060  -0.378
C 0.67549 0.70171 -0.66670  -0.440
C 1.51454 0.16719 -1.75959  -0.084
C -2.22791 -1.67716 1.65329  0.048
N 0.89859 0.04402 0.54115  0.082
N -1.49895 -0.75823 0.73417  0.076
N 1.07666 2.12326 -0.57040  0.127
O -2.33677 -0.16796 -1.37011  0.335
O 0.24899 -1.38776 2.13871  0.146
H 1.65510 -0.93333 -1.82080  0.105
H 2.54963 0.56217 -1.58845  0.080
H 1.31503 0.48513 -2.73840  0.058
H -1.56850 -2.42781 2.06427  0.103
H -2.50742 -1.03773 2.45652  0.099
H -3.18433 -1.99765 1.21926  0.123
H 1.83643 -0.02862 0.92610  0.176
H 0.71300 2.63681 0.25737  0.171
H 0.58508 2.63095 -1.38088  0.188
H 2.12702 2.24873 -0.89555  0.184

Results
Gap between HOMO and LUMO ... 8.1 eV
Total charge ... +1
E_HOMO ... -11.7 eV

Least stable = (w)

(w)
The following is a DFT calculation (ωB97M-V/def2-TZVPD) of C5H6N2O2 in the gas phase.

Last column: Löwdin charge in e.
Positions of all 15 atoms, in Å:
C -2.65130 -0.12076 -0.16927  0.033
C -1.49492 -0.38324 0.49872  -0.083
C -0.11187 -0.06481 -0.17251  -0.102
C 0.73273 1.27112 0.02289  -0.437
O 0.20815 2.36063 0.08770  0.086
N 2.02995 0.91778 0.17797  0.075
N 2.19953 -0.46935 -0.10564  0.084
C 0.94947 -1.16617 -0.04423  -0.420
O 0.95018 -2.34430 0.03032  0.132
H -3.62735 -0.30206 0.27398  0.060
H -2.66758 0.06446 -1.18955  0.033
H -1.55338 -0.64144 1.55890  0.103
H -0.39300 0.03198 -1.25517  0.164
H 2.57858 1.62035 -0.27969  0.151
H 2.85080 -0.77418 0.56558  0.120

Results
Gap between HOMO and LUMO ... 10.5 eV
E_HOMO ... -9.8 eV
SMILES ... C=CC1C(=O)NNC1=O

(x)
The following is a DFT calculation (ωB97M-V/def2-TZVPD) of a molecular structure, C5H6N2O2.

Last column: Löwdin charge in e.
Positions of all 15 atoms, in Å:
C -2.35522 -1.09844 0.42733  -0.148
C 1.65688 -0.75762 0.42095  -0.517
C -0.92298 1.55710 -0.35280  -0.015
C -0.89245 0.33574 0.53550  -0.074
C 1.24375 0.35287 -0.50018  -0.148
N -3.03643 -1.98381 0.41572  0.015
N -0.11413 0.36484 -0.58858  -0.132
O 2.40933 -0.68133 1.34133  0.140
O 0.97513 -1.93525 0.17248  0.077
H -1.60985 1.62623 -1.19958  0.122
H -0.51565 2.48098 -0.10918  0.092
H -0.64211 0.09851 1.53779  0.114
H 1.90933 0.15672 -1.41178  0.162
H 1.60430 1.41078 -0.12914  0.172
H 0.29010 -1.92732 -0.55985  0.139

Results
Gap between HOMO and LUMO ... 10.4 eV
E_HOMO ... -10.6 eV

(y)
The following is a DFT calculation (ωB97M-V/def2-TZVPD) of C5H6N2O2 in the gas phase.

Last column: Löwdin charge in e.
Positions of all 15 atoms, in Å:
C -1.88187 1.04147 0.30503  -0.025
C -2.05576 -0.40574 -0.05688  -0.543
O -2.97208 -1.00319 -0.35823  0.165
N -0.81131 -1.12480 -0.16972  0.193
C 0.48500 -0.55858 -0.18227  -0.341
N 0.85569 0.67863 -0.42160  0.118
C 2.30096 0.54143 -0.32433  -0.137
C 2.66429 -0.61557 0.03407  -0.141
O 1.53293 -1.39652 0.15057  0.057
H -1.44158 1.58509 -0.64995  0.122
H -2.94210 1.47008 0.37998  0.102
H -1.22127 1.20072 1.20670  0.098
H -0.83577 -1.97607 0.07939  0.050
H 2.74756 1.64243 -0.37084  0.156
H 3.57531 -1.07937 0.37808  0.126

Results
Gap between HOMO and LUMO ... 9.9 eV
E_HOMO ... -9.1 eV
SMILES ... CC(=O)Nc1ncco1

(z)
The following is a DFT calculation (ωB97M-V/def2-TZVPD) of 2 unconnected molecules or ions with the total composition C5H6N2O2.

Last column: Löwdin charge in e.
Positions of all 15 atoms, in Å:
C 0.46802 0.44095 0.99559  -0.304
C 0.62760 1.26445 -0.28766  -0.122
C 0.98269 -1.41530 -1.42737  -0.024
C -0.39771 -1.26115 -0.65297  -0.119
C -0.69799 -0.63511 0.74791  -0.260
H -0.17635 0.82634 2.97855  0.316
H 1.55690 -0.11093 1.20544  0.194
H 0.70552 2.43872 0.01920  0.167
H 1.78307 -1.34171 -0.70640  0.095
H 0.85353 -1.92368 -2.48239  0.157
H -1.24870 -1.70774 -1.04103  0.109
N 0.57268 0.95201 -1.53218  0.091
N 0.12672 -0.30160 -1.56265  -0.221
O -0.02287 1.55926 1.82245  -0.166
O -1.76032 -0.69637 1.35723  0.086

Results
Gap between HOMO and LUMO ... 8.6 eV
E_HOMO ... -8.8 eV

Least stable = (z)

(w)
The following is a DFT calculation (ωB97M-V/def2-TZVPD) of 2 unconnected molecules or ions with the total composition C3H9NO3S.

Last column: Löwdin charge in e.
Positions of all 17 atoms, in Å:
O 0.68938 0.93571 1.51802  0.042
C 0.60276 1.35292 0.37327  -0.634
O 0.52331 2.68108 0.13519  0.110
N 0.84051 0.62415 -0.73722  0.083
C 1.14792 -0.78500 -0.62744  -0.232
C 0.05619 -1.72844 -1.12599  -0.523
S -0.74521 -2.70525 0.18701  0.712
H 0.10612 3.11593 0.88518  0.117
H 0.57484 1.07744 -1.59691  0.153
H 2.05625 -0.98255 -1.18490  0.115
H 1.33060 -0.95967 0.41772  0.096
H -0.76796 -1.25007 -1.65232  0.068
H 0.46165 -2.46654 -1.80817  0.058
H -1.37419 -1.71527 0.82788  -0.173
O -2.02581 0.81402 1.08050  -0.071
H -1.85861 1.67606 1.49346  0.039
H -1.61773 0.31548 1.81474  0.039

Results
Gap between HOMO and LUMO ... 9.5 eV
E_HOMO ... -9.1 eV
SMILES ... O=C(O)NCCS.O

(x)
The following is a DFT calculation (ωB97M-V/def2-TZVPD) of 2 unconnected molecules or ions with the total composition C3H9NO3S.

Last column: Löwdin charge in e.
Positions of all 17 atoms, in Å:
C 0.13958 -1.12010 1.28184  0.017
C -0.58809 -0.82331 -0.04135  -0.491
C 0.09551 -0.25733 -1.28497  -0.049
O -1.77626 -1.68842 -0.27596  -0.139
S -2.15424 -0.17384 0.06642  0.657
O -2.78710 0.45261 -0.99243  -0.220
O -2.77571 -0.22884 1.37068  -0.273
H 1.14586 -0.79744 1.18734  0.074
H -0.00112 -2.13168 1.41343  0.070
H -0.42646 -0.72838 2.06670  0.065
H 1.14488 -0.34120 -1.21953  0.045
H -0.18250 0.73805 -1.60359  0.084
H -0.01148 -0.92404 -2.13645  0.097
N 1.80882 1.92696 0.09954  0.038
H 1.88577 2.67853 -0.59054  0.030
H 2.28553 1.17296 -0.31151  -0.022
H 2.19702 2.24548 0.97038  0.016

Results
Gap between HOMO and LUMO ... 11.1 eV
E_HOMO ... -10.6 eV
SMILES ... CC1(C)OS1(=O)=O.N

Least stable = (x)